DFT (wB97M-V/def2-TZVPD) results for C5H14NO2 as an isolated structure in a non-equilibrium geometry.

Geometry (Å):
C: 0.045 2.034 -1.477
C: 1.300 2.893 -1.272
C: -0.238 0.917 -0.466
N: 0.404 -0.341 -0.841
C: -0.351 -1.589 -0.687
C: -0.211 -2.154 0.721
O: -0.813 -1.237 1.603
H: 0.090 1.580 -2.472
H: -0.820 2.714 -1.428
H: 1.387 3.213 -0.236
H: 1.281 3.734 -1.958
H: 2.182 2.298 -1.519
H: 0.039 1.171 0.559
H: -1.326 0.777 -0.447
H: 1.200 -0.469 -0.229
H: -1.418 -1.436 -0.860
H: 0.015 -2.296 -1.425
H: 0.850 -2.281 1.015
H: -0.761 -3.111 0.806
H: -0.450 -2.344 4.133
H: -1.075 -1.779 2.735
O: -1.331 -2.293 3.746

Output
- Kohn-Sham gap (eV) = 7.27
- spin multiplicity = 1
- LUMO (eV) = 3.64
- relative energy (zero: lowest compared OMol25 entry of this formula, charge and spin) (kJ/mol) = 51.68
- M (g mol⁻¹) = 120.17
- total energy (Ha) = -404.13487
- HOMO (eV) = -3.63
- total charge = -1

These are the Löwdin partial charges, in e, on atoms 1 to 6:
1 C -0.27
2 C -0.13
3 C -0.26
4 N -0.08
5 C -0.25
6 C -0.38

***

DFT (wB97M-V/def2-TZVPD) results for C45H45Cl3CsIN12O2S5 as an isolated structure in a non-equilibrium geometry.

Geometry (Å):
Cs: -0.596 0.458 -1.283
C: -2.635 4.384 -4.038
C: -2.458 4.263 -5.409
C: -2.039 3.052 -5.922
C: -1.808 1.979 -5.050
N: -1.974 2.115 -3.730
C: -2.370 3.272 -3.249
C: -1.440 0.645 -5.536
C: -1.054 0.400 -6.862
C: -0.825 -0.902 -7.262
C: -0.967 -1.926 -6.339
C: -1.292 -1.584 -5.030
N: -1.520 -0.349 -4.646
H: -2.966 5.312 -3.598
H: -2.655 5.103 -6.064
H: -1.913 2.936 -6.987
H: -2.493 3.325 -2.175
H: -0.918 1.208 -7.567
H: -0.531 -1.120 -8.283
H: -0.814 -2.956 -6.615
H: -1.385 -2.347 -4.269
O: -3.581 -8.240 -1.237
C: -3.133 -7.153 -1.517
S: -1.451 -6.865 -1.925
C: -1.551 -5.101 -2.246
C: -2.796 -4.545 -2.082
S: -3.237 -2.950 -2.340
S: -4.085 -5.683 -1.562
S: -0.152 -4.310 -2.726
C: 1.939 -2.803 0.746
N: 1.554 -2.736 2.142
C: 2.634 -2.283 2.993
C: 0.278 -2.258 2.396
N: -0.399 -1.737 1.464
N: -0.130 -2.438 3.736
C: -1.401 -1.850 4.102
C: 0.041 -3.765 4.295
H: 2.773 -3.500 0.657
H: 2.240 -1.825 0.355
H: 1.098 -3.165 0.160
H: 3.024 -1.314 2.648
H: 3.450 -3.011 2.951
H: 2.293 -2.180 4.022
H: -1.371 -1.555 1.677
H: -2.256 -2.437 3.736
H: -1.470 -0.837 3.705
H: -1.462 -1.802 5.192
H: 0.989 -4.186 3.971
H: -0.767 -4.440 3.977
H: 0.029 -3.700 5.387
Cl: -4.170 1.297 7.942
C: -3.883 2.301 6.564
C: -2.974 1.898 5.586
C: -2.783 2.703 4.482
C: -3.442 3.918 4.335
C: -3.291 4.731 3.072
C: -4.359 4.246 2.064
N: -4.215 2.840 1.827
C: -5.070 1.857 2.244
C: -4.487 0.673 1.898
N: -3.293 0.912 1.295
C: -3.156 2.209 1.266
O: -2.074 4.591 2.393
C: -0.909 5.125 2.989
C: -0.217 4.122 3.865
C: -0.114 4.206 5.222
Cl: -0.674 5.482 6.218
S: 0.657 2.820 5.926
C: 0.835 2.114 4.354
C: 0.340 2.908 3.378
C: -4.353 4.287 5.333
Cl: -5.274 5.747 5.187
C: -4.577 3.494 6.443
H: -2.455 0.958 5.680
H: -2.109 2.387 3.700
H: -3.469 5.795 3.298
H: -4.221 4.797 1.131
H: -5.356 4.436 2.463
H: -5.995 2.077 2.737
H: -4.862 -0.325 2.025
H: -2.309 2.733 0.872
H: -1.146 6.033 3.559
H: -0.264 5.372 2.141
H: 1.308 1.156 4.261
H: 0.371 2.661 2.330
H: -5.292 3.791 7.195
C: 2.415 -0.956 -3.920
C: 3.151 -0.345 -2.786
N: 2.637 0.061 -1.659
C: 3.654 0.614 -0.941
C: 4.812 0.552 -1.651
N: 4.490 -0.066 -2.837
C: 5.429 -0.456 -3.848
N: 6.394 -1.388 -3.342
N: 7.726 -1.126 -3.422
N: 8.391 -2.092 -2.904
C: 7.524 -3.035 -2.454
C: 7.737 -4.267 -1.830
C: 6.621 -5.009 -1.504
C: 5.327 -4.558 -1.762
C: 5.086 -3.338 -2.371
C: 6.202 -2.593 -2.725
H: 1.409 -1.217 -3.610
H: 2.903 -1.865 -4.269
H: 2.354 -0.245 -4.746
H: 3.485 1.031 0.032
H: 5.809 0.881 -1.431
H: 5.999 0.407 -4.218
H: 4.873 -0.908 -4.680
H: 8.732 -4.616 -1.610
H: 6.749 -5.972 -1.028
H: 4.485 -5.173 -1.483
H: 4.078 -3.000 -2.549
I: 0.364 3.728 -0.489

Output
- Kohn-Sham gap (eV) = 2.68
- spin multiplicity = 1
- LUMO (eV) = 2.93
- relative energy (zero: lowest compared OMol25 entry of this formula, charge and spin) (kJ/mol) = 156.60
- M (g mol⁻¹) = 1312.44
- total energy (Ha) = -6238.83384
- HOMO (eV) = 0.26
- total charge = -2

These are the Löwdin partial charges, in e, on atoms 1 to 6:
1 Cs 0.43
2 C -0.06
3 C -0.08
4 C -0.02
5 C -0.21
6 N 0.07

***

DFT (wB97M-V/def2-TZVPD) results for a 2-piece molecular cluster, CH3NO2S overall in a non-equilibrium geometry.

Geometry (Å):
C: -2.121 -0.165 0.258
N: -1.265 0.037 -0.674
O: 2.836 0.970 1.242
O: 1.362 -0.217 -0.303
S: 2.617 -0.256 0.465
H: -1.617 -0.451 1.127
H: -0.252 -0.226 -0.537
H: -1.560 0.307 -1.577

Output
- Kohn-Sham gap (eV) = 5.23
- spin multiplicity = 1
- LUMO (eV) = -2.34
- relative energy (zero: lowest compared OMol25 entry of this formula, charge and spin) (kJ/mol) = 268.15
- M (g mol⁻¹) = 93.11
- total energy (Ha) = -643.21203
- HOMO (eV) = -7.57

These are the Löwdin partial charges, in e, on atoms 1 to 6:
1 C -0.09
2 N -0.03
3 O -0.42
4 O -0.47
5 S 0.98
6 H -0.06

***

DFT (wB97M-V/def2-TZVPD) results for a 2-piece molecular cluster, C3H13N2 overall.

Geometry (Å):
C: 2.180 -2.056 0.378
N: 2.796 -0.787 -0.004
H: 1.091 -2.020 0.476
H: 2.619 -2.322 1.340
H: 2.473 -2.846 -0.310
H: 2.352 -0.287 -0.759
H: 2.865 -0.134 0.751
C: -2.592 1.120 -0.796
N: -1.621 1.213 0.327
C: -0.303 0.544 0.074
H: -3.366 1.869 -0.642
H: -2.092 1.374 -1.728
H: -3.004 0.119 -0.859
H: -2.020 0.851 1.195
H: -1.415 2.200 0.507
H: -0.472 -0.527 0.017
H: 0.387 0.765 0.883
H: 0.122 0.921 -0.851

Output
- Kohn-Sham gap (eV) = 8.48
- spin multiplicity = 1
- LUMO (eV) = -3.80
- relative energy (zero: lowest compared OMol25 entry of this formula, charge and spin) (kJ/mol) = 173.46
- M (g mol⁻¹) = 77.15
- total energy (Ha) = -231.33034
- HOMO (eV) = -12.28
- total charge = +1

These are the Löwdin partial charges, in e, on atoms 1 to 6:
1 C -0.18
2 N -0.06
3 H 0.04
4 H 0.08
5 H 0.07
6 H 0.04

***

DFT (wB97M-V/def2-TZVPD) results for a 2-piece molecular cluster, C6H14NO2S overall in a non-equilibrium geometry.

Geometry (Å):
C: -0.870 0.857 2.466
C: -1.361 -0.305 3.267
C: 0.473 0.718 -1.883
C: -0.159 -2.783 -0.758
C: 1.596 -1.259 -0.026
C: -0.067 -0.590 -1.737
N: 0.432 -1.449 -0.964
O: -0.840 1.986 3.158
O: -0.515 0.675 1.332
S: -1.489 -0.991 -2.754
H: -2.129 0.043 3.949
H: -1.697 -1.138 2.483
H: -0.647 -0.711 3.913
H: 1.149 0.764 -2.733
H: -0.331 1.355 -2.091
H: 0.831 1.074 -0.886
H: 0.577 -3.503 -0.682
H: -0.773 -2.808 0.129
H: -0.935 -3.181 -1.456
H: 2.484 -0.953 -0.627
H: 1.351 -0.630 0.816
H: 1.608 -2.194 0.570
H: -0.333 2.670 2.723
H: -1.439 0.208 -3.473

Output
- Kohn-Sham gap (eV) = 10.54
- spin multiplicity = 1
- LUMO (eV) = -3.37
- relative energy (zero: lowest compared OMol25 entry of this formula, charge and spin) (kJ/mol) = 0.00
- M (g mol⁻¹) = 164.25
- total energy (Ha) = -840.17622
- HOMO (eV) = -13.91
- total charge = +1

These are the Löwdin partial charges, in e, on atoms 1 to 6:
1 C -0.58
2 C 0.02
3 C -0.07
4 C -0.03
5 C 0.03
6 C -0.63

***

DFT (wB97M-V/def2-TZVPD) results for C42H43N2O4S2Ti as an isolated structure in a non-equilibrium geometry.

Geometry (Å):
Ti: -0.153 0.299 -0.075
C: 3.659 -2.036 2.369
C: 2.214 -1.670 2.625
C: 1.874 -0.406 3.119
C: 2.914 0.645 3.434
C: 0.532 -0.112 3.395
C: 0.159 1.093 4.218
C: -0.467 -0.997 2.982
C: -1.915 -0.586 3.099
C: -0.127 -2.294 2.567
C: -1.254 -3.270 2.338
C: 1.221 -2.648 2.458
C: 1.652 -4.075 2.206
H: 3.757 -2.855 1.657
H: 4.143 -2.349 3.298
H: 4.229 -1.196 1.977
H: 2.610 1.611 3.025
H: 3.894 0.402 3.036
H: 3.030 0.761 4.513
H: -0.639 0.830 4.913
H: -0.192 1.922 3.601
H: 1.002 1.448 4.806
H: -2.340 -0.883 4.062
H: -2.513 -1.045 2.313
H: -2.013 0.493 2.999
H: -1.885 -2.915 1.522
H: -1.878 -3.347 3.230
H: -0.909 -4.263 2.074
H: 2.517 -4.320 2.821
H: 1.917 -4.260 1.162
H: 0.870 -4.784 2.464
C: 3.065 1.252 -0.202
C: 1.628 1.646 -0.449
N: 0.948 1.079 -1.479
N: 0.299 1.859 -2.401
C: -0.977 1.952 -2.429
S: -2.040 1.345 -1.210
S: -1.693 2.815 -3.816
C: -1.862 4.479 -3.081
C: -0.605 5.319 -3.019
C: -0.615 6.477 -2.245
C: 0.491 7.310 -2.202
C: 1.634 6.991 -2.919
C: 1.653 5.842 -3.694
C: 0.540 5.015 -3.746
C: 1.125 2.920 0.149
C: 1.692 4.179 0.020
C: 1.126 5.263 0.673
C: -0.010 5.095 1.452
C: -0.581 3.842 1.609
C: -0.004 2.745 0.980
O: -0.450 1.491 1.173
H: 3.643 1.405 -1.117
H: 3.155 0.207 0.094
H: 3.486 1.876 0.583
H: -2.300 4.342 -2.092
H: -2.604 4.973 -3.711
H: -1.501 6.734 -1.675
H: 0.459 8.218 -1.613
H: 2.500 7.640 -2.882
H: 2.532 5.593 -4.274
H: 0.559 4.121 -4.353
H: 2.566 4.321 -0.604
H: 1.571 6.243 0.574
H: -0.449 5.945 1.957
H: -1.459 3.693 2.224
O: 1.554 -1.542 -0.476
C: 0.897 -2.204 -1.577
C: -0.517 -1.552 -1.569
O: -1.135 -1.351 -2.582
O: -0.926 -1.304 -0.342
C: 0.741 -3.707 -1.347
C: 1.829 -4.537 -1.618
C: 1.727 -5.909 -1.460
C: 0.541 -6.471 -1.011
C: -0.545 -5.654 -0.741
C: -0.448 -4.280 -0.911
C: 1.598 -1.957 -2.902
C: 1.124 -2.602 -4.042
C: 1.738 -2.404 -5.265
C: 2.829 -1.553 -5.372
C: 3.304 -0.911 -4.241
C: 2.696 -1.116 -3.010
H: 2.298 -2.084 -0.193
H: 2.752 -4.105 -1.985
H: 2.574 -6.538 -1.699
H: 0.463 -7.542 -0.879
H: -1.480 -6.082 -0.403
H: -1.311 -3.660 -0.717
H: 0.277 -3.270 -3.961
H: 1.361 -2.920 -6.138
H: 3.310 -1.403 -6.330
H: 4.153 -0.243 -4.314
H: 3.087 -0.627 -2.131

Output
- Kohn-Sham gap (spin up / spin down) (eV) = 7.86 / 6.83
- spin multiplicity = 2
- LUMO (spin up / spin down) (eV) = 0.06 / -1.29
- relative energy (zero: lowest compared OMol25 entry of this formula, charge and spin) (kJ/mol) = 364.15
- M (g mol⁻¹) = 751.82
- total energy (Ha) = -3682.61837
- HOMO (spin up / spin down) (eV) = -7.79 / -8.11
- ⟨S²⟩ = 0.76

These are the Löwdin partial charges, in e, on atoms 1 to 6:
1 Ti 0.92
2 C -0.05
3 C -0.20
4 C -0.18
5 C -0.04
6 C -0.20